DFT (ωB97M-V with the def2-TZVPD basis set) results for the molecule C18H28N2O4S in a non-equilibrium geometry.

Each line ends with the Löwdin charge.
Atoms and positions in Å:
C  5.24551  0.31152  4.63107  -0.090
O  3.93595  0.77991  4.41890  -0.084
C  3.14082  0.11152  3.53784  -0.275
C  1.84233  0.60123  3.39131  0.017
C  0.95482  0.01013  2.51809  0.004
C  1.33899  -1.10745  1.77664  -0.277
N  0.46976  -1.72885  0.86230  -0.150
C  -0.95537  -1.88171  1.12038  -0.266
C  -1.22198  -2.39525  2.52967  -0.019
C  -1.72435  -0.57259  0.83318  -0.452
O  -2.27233  0.08509  1.69522  0.063
N  -1.69611  -0.24762  -0.46706  0.106
C  -2.34897  0.92122  -1.02873  -0.295
C  -1.29207  1.90238  -1.55368  -0.143
C  -0.70610  1.54924  -2.92253  -0.200
C  -1.49688  2.17063  -4.07358  -0.211
C  -2.85699  1.52618  -4.32527  -0.210
C  -3.78235  1.49378  -3.10894  -0.193
C  -3.36749  0.44713  -2.07377  -0.139
S  1.07483  -2.08201  -0.64181  0.648
C  1.91535  -0.55543  -1.13295  -0.087
O  2.04100  -3.13601  -0.59485  -0.283
O  -0.04976  -2.27627  -1.52162  -0.311
C  2.62987  -1.60050  1.92711  -0.025
C  3.52727  -0.99581  2.79089  -0.006
H  5.24892  -0.71239  5.01806  0.096
H  5.84301  0.35588  3.71454  0.095
H  5.67928  0.97824  5.37465  0.093
H  1.54921  1.45922  3.97484  0.122
H  -0.04003  0.41289  2.42455  0.108
H  -1.29238  -2.62617  0.39168  0.145
H  -1.00223  -1.62704  3.26521  0.076
H  -2.27147  -2.66230  2.61729  0.091
H  -0.60812  -3.26953  2.72949  0.092
H  -1.24925  -0.89256  -1.11050  0.090
H  -2.86953  1.40061  -0.19210  0.146
H  -1.72673  2.90186  -1.60157  0.113
H  -0.49642  1.94267  -0.80412  0.108
H  -0.65371  0.46643  -3.04677  0.109
H  0.31548  1.93547  -2.97468  0.107
H  -0.90785  2.08884  -4.99055  0.107
H  -1.63439  3.23562  -3.86982  0.112
H  -2.70986  0.50335  -4.67997  0.112
H  -3.35008  2.08071  -5.12772  0.107
H  -3.83853  2.48120  -2.64971  0.115
H  -4.78535  1.24288  -3.46152  0.108
H  -4.25033  0.09645  -1.53580  0.117
H  -2.95086  -0.41598  -2.59844  0.115
H  2.19240  -0.66682  -2.17357  0.074
H  1.22045  0.26347  -1.00481  0.047
H  2.79276  -0.42810  -0.51391  0.062
H  2.93045  -2.46613  1.35953  0.104
H  4.51942  -1.40923  2.87791  0.106

Computed properties:
Lowest unoccupied orbital energy, eV: 0.62
HOMO, eV: -8.3
2S+1: 1
Energy relative to the best compared isomer or geometry (same formula, charge and spin), kcal/mol: 8.2